Entry 1:
Formula: C39H91N2O18S8
Source: the OMol25 dataset
Level of theory: ωB97M-V with the def2-TZVPD basis set

The geometry in XYZ format:
```
158
Properties=species:S:1:pos:R:3:mulliken_charge:R:1
C 1.570 6.215 -0.871 -0.35
C 2.747 7.151 -0.520 -1.06
C 4.027 6.397 -0.170 -0.64
C 3.805 5.447 0.985 0.33
C 4.855 4.343 1.212 -1.57
C 4.802 3.087 0.303 -0.06
C 3.557 2.267 0.677 -0.27
C 2.531 2.269 -0.489 0.09
N 2.149 0.923 -1.039 0.53
C 1.400 1.154 -2.297 -0.58
C -0.051 1.537 -1.948 -1.37
C -0.330 3.014 -2.078 1.31
C -1.808 3.353 -1.813 -0.22
C -2.136 4.612 -2.650 -0.82
C -2.648 4.185 -4.042 -0.72
C -1.588 4.370 -5.157 -0.63
C -0.985 3.059 -5.686 -0.99
C 3.252 0.027 -1.309 0.02
S 3.060 -1.558 -0.936 -0.17
S 4.853 0.405 -1.998 -0.41
C 4.691 1.081 -3.693 0.16
C 5.937 1.907 -4.028 -0.83
C 5.642 3.050 -4.971 -0.86
C 4.439 3.866 -4.585 0.42
N 4.652 5.191 -5.226 -0.76
H 0.945 6.127 0.011 0.21
H 0.974 6.640 -1.666 0.41
H 1.917 5.259 -1.221 -0.14
H 2.909 7.781 -1.377 0.43
H 2.424 7.789 0.295 0.28
H 4.730 7.153 0.171 0.43
H 4.477 5.924 -1.033 0.30
H 2.798 5.047 0.988 -0.36
H 3.871 6.063 1.879 0.49
H 4.690 3.994 2.226 0.41
H 5.826 4.799 1.062 0.46
H 5.713 2.509 0.358 0.50
H 4.743 3.406 -0.729 -0.16
H 3.120 2.805 1.513 0.12
H 3.798 1.285 1.054 0.56
H 2.844 2.975 -1.253 0.33
H 1.611 2.683 -0.091 -1.04
H 1.803 1.979 -2.883 0.08
H 1.425 0.288 -2.937 0.90
H -0.677 0.969 -2.628 0.35
H -0.285 1.156 -0.960 0.03
H 0.245 3.633 -1.404 -0.76
H -0.080 3.344 -3.077 0.13
H -2.463 2.537 -2.070 0.63
H -1.884 3.651 -0.779 -0.54
H -1.227 5.188 -2.749 0.24
H -2.865 5.231 -2.146 0.49
H -3.525 4.760 -4.304 0.38
H -2.924 3.142 -4.042 0.38
H -2.072 4.899 -5.967 0.43
H -0.773 4.996 -4.826 0.40
H -1.517 2.193 -5.312 0.22
H -1.021 3.003 -6.763 0.35
H 0.041 2.957 -5.367 0.21
H 3.773 1.629 -3.803 -0.05
H 4.663 0.242 -4.374 0.49
H 6.355 2.255 -3.088 0.29
H 6.682 1.226 -4.426 0.40
H 6.523 3.713 -4.942 0.30
H 5.606 2.651 -5.983 0.17
H 4.445 3.935 -3.479 -0.77
H 5.151 5.782 -4.577 0.19
H 3.742 5.597 -5.327 0.36
O 0.425 -0.798 5.999 -0.74
S -0.382 -0.015 5.115 1.40
O -1.191 -0.635 4.109 -0.65
O 0.517 1.101 4.433 -0.18
C 1.727 0.682 3.750 -0.51
C 1.431 0.054 2.406 -0.63
C -1.396 1.072 6.062 -1.03
H 2.306 0.005 4.381 0.32
H 2.323 1.583 3.617 0.20
H 0.913 -0.897 2.528 0.44
H 2.348 -0.134 1.854 0.24
H 0.788 0.700 1.808 0.05
H -0.776 1.576 6.797 0.37
H -2.152 0.465 6.554 0.39
H -1.866 1.785 5.390 0.25
O -1.716 6.312 1.278 -0.66
S -2.138 5.152 1.997 1.24
O -3.330 4.453 1.636 -0.62
O -2.207 5.512 3.555 -0.24
C -2.990 6.654 3.943 -0.39
C -4.478 6.361 3.934 -0.99
C -0.804 4.003 2.091 -0.13
H -2.750 7.508 3.307 0.36
H -2.672 6.906 4.953 0.29
H -4.839 6.190 2.921 0.29
H -5.033 7.200 4.356 0.40
H -4.696 5.463 4.512 0.25
H 0.091 4.530 2.410 0.28
H -0.664 3.586 1.095 -0.23
H -1.066 3.216 2.792 0.16
O -5.260 -3.947 1.632 -0.61
S -5.260 -4.625 2.891 1.12
O -6.104 -4.194 3.960 -0.64
O -3.764 -4.736 3.417 -0.17
C -2.983 -3.521 3.514 -0.35
C -3.357 -2.699 4.729 -0.52
C -5.516 -6.348 2.623 -0.84
H -3.075 -2.934 2.599 0.33
H -1.944 -3.831 3.596 0.23
H -4.367 -2.297 4.637 0.38
H -2.669 -1.867 4.842 -0.11
H -3.335 -3.310 5.634 0.31
H -4.844 -6.684 1.839 0.16
H -6.551 -6.479 2.319 0.40
H -5.329 -6.877 3.553 0.33
O -3.206 -3.272 -4.908 -0.67
S -2.557 -2.640 -3.799 1.01
O -1.980 -1.341 -3.917 -0.39
O -1.478 -3.645 -3.194 -0.06
C -0.478 -4.193 -4.081 -0.37
C 0.623 -3.193 -4.369 -1.26
C -3.647 -2.644 -2.414 -1.04
H -0.941 -4.559 -5.000 0.41
H -0.058 -5.056 -3.566 0.28
H 0.254 -2.353 -4.956 0.29
H 1.435 -3.661 -4.925 0.44
H 1.015 -2.792 -3.436 0.29
H -4.060 -3.641 -2.290 0.27
H -4.440 -1.930 -2.623 0.45
H -3.092 -2.339 -1.531 0.35
O 2.466 -5.789 2.956 -0.62
S 2.055 -6.982 3.623 1.22
O 0.885 -7.692 3.211 -0.57
O 1.959 -6.690 5.188 -0.26
C 1.148 -5.575 5.613 -0.43
C -0.333 -5.894 5.564 -0.88
C 3.408 -8.108 3.697 -0.96
H 1.381 -4.689 5.020 0.37
H 1.444 -5.361 6.638 0.26
H -0.670 -6.025 4.536 0.21
H -0.913 -5.086 6.010 0.35
H -0.546 -6.821 6.096 0.33
H 4.286 -7.577 4.053 0.32
H 3.574 -8.483 2.690 0.37
H 3.148 -8.925 4.364 0.32
O -1.487 -9.175 -2.112 -0.65
S -2.762 -8.983 -1.493 1.21
O -3.933 -9.618 -2.011 -0.62
O -3.035 -7.422 -1.351 -0.17
C -2.931 -6.602 -2.536 -0.15
C -4.146 -6.739 -3.432 -1.19
C -2.634 -9.333 0.229 -0.83
H -2.012 -6.829 -3.078 0.26
H -2.857 -5.576 -2.187 0.10
H -4.204 -7.735 -3.870 0.44
H -4.100 -6.013 -4.245 0.39
H -5.063 -6.582 -2.863 0.30
H -1.768 -8.814 0.630 0.29
H -2.516 -10.408 0.334 0.38
H -3.547 -9.007 0.719 0.21
```

Its net charge is -1. The energy above the lowest of the compared OMol25 structures with the same formula, charge and spin is 44.60 kJ/mol. For the HOMO energy, the calculation gives -1.7 eV.

=====

Entry 2:
Formula: C2H2N6
Source: the OMol25 dataset
Level of theory: ωB97M-V with the def2-TZVPD basis set

The geometry in XYZ format:
```
10
Properties=species:S:1:pos:R:3:nbo_charge:R:1
H -1.013 2.652 -0.863 0.38
N -0.337 1.751 -1.298 -0.59
C 0.031 0.873 -0.476 0.44
N 1.145 0.142 -0.527 -0.42
C 1.094 -1.037 0.136 0.24
N -0.082 -1.877 0.168 -0.21
N -1.275 -1.419 0.246 0.04
N -1.264 -0.317 1.115 0.01
N -0.479 0.635 0.943 -0.14
H 2.180 -1.403 0.556 0.24
```

Its net charge is 0. The energy above the lowest of the compared OMol25 structures with the same formula, charge and spin is 372.30 kJ/mol. For the HOMO energy, the calculation gives -9.7 eV. The structure (SMILES) is [H]/N=c1/ncnnnn1.

=====

Entry 3:
Formula: C43H32F3MoP2S2Sb
Source: the OMol25 dataset
Level of theory: ωB97M-V with the def2-TZVPD basis set

The geometry in XYZ format:
```
84
Properties=species:S:1:pos:R:3:mulliken_charge:R:1
Mo 0.495 -0.925 -0.031 -0.96
S -1.067 -2.627 0.213 -0.36
P -2.303 -1.106 -0.484 1.40
C -0.891 0.097 -0.605 0.40
P -0.081 0.660 -2.157 1.31
S 1.497 -0.787 -2.040 -0.49
C -0.951 0.484 -3.682 1.12
C -1.942 1.448 -3.922 -0.52
C -2.568 1.463 -5.154 -0.84
C -2.200 0.543 -6.133 -0.52
C -1.215 -0.408 -5.886 -0.86
C -0.587 -0.450 -4.654 -0.40
C 0.507 2.305 -1.921 0.93
C 0.396 2.977 -0.701 -0.47
C 0.841 4.284 -0.613 -0.79
C 1.409 4.908 -1.722 -0.58
C 1.520 4.234 -2.935 -0.78
C 1.057 2.936 -3.046 -0.58
C -3.016 -1.580 -2.028 0.94
C -4.249 -1.017 -2.386 -0.58
C -4.892 -1.481 -3.519 -0.80
C -4.323 -2.500 -4.276 -0.59
C -3.098 -3.057 -3.916 -0.90
C -2.435 -2.596 -2.796 -0.25
C -3.439 -0.539 0.738 0.90
C -4.013 -1.446 1.633 -0.51
C -5.003 -1.001 2.492 -0.86
C -5.416 0.326 2.452 -0.55
C -4.838 1.227 1.560 -0.80
C -3.843 0.802 0.699 -0.39
H -2.198 2.192 -3.176 0.45
H -3.328 2.204 -5.363 0.52
H -2.678 0.578 -7.103 0.50
H -0.926 -1.106 -6.660 0.50
H 0.186 -1.186 -4.469 0.41
H -0.083 2.509 0.152 0.58
H 0.726 4.836 0.310 0.54
H 1.753 5.931 -1.645 0.46
H 1.953 4.727 -3.795 0.47
H 1.118 2.422 -3.999 0.48
H -4.719 -0.259 -1.771 0.48
H -5.854 -1.070 -3.796 0.51
H -4.848 -2.878 -5.144 0.49
H -2.676 -3.863 -4.501 0.49
H -1.492 -3.047 -2.507 0.33
H -3.714 -2.488 1.646 0.49
H -5.464 -1.692 3.184 0.49
H -6.198 0.663 3.119 0.47
H -5.168 2.256 1.539 0.48
H -3.390 1.504 0.006 0.45
F 8.187 -2.494 1.200 -0.26
C 6.967 -2.016 1.266 0.20
C 6.636 -0.908 0.494 -0.66
C 5.351 -0.409 0.569 -0.60
C 4.418 -1.027 1.409 0.47
C 4.767 -2.133 2.186 -0.22
C 6.052 -2.633 2.113 -0.66
Sb 2.570 -0.071 1.570 1.61
C 2.493 1.383 3.066 0.30
C 3.225 1.097 4.223 -0.68
C 3.247 2.014 5.253 -0.67
C 2.555 3.210 5.096 0.09
F 2.579 4.089 6.071 -0.26
C 1.846 3.517 3.940 -0.51
C 1.821 2.594 2.912 -0.14
C 1.061 -1.561 2.078 0.16
C 0.181 -1.129 3.115 -0.59
C -0.268 -1.999 4.073 -0.85
C 0.161 -3.332 4.011 0.20
F -0.262 -4.160 4.916 -0.24
C 1.028 -3.813 3.020 -0.74
C 1.470 -2.931 2.069 -0.09
H 7.386 -0.456 -0.141 0.49
H 5.096 0.460 -0.028 0.43
H 4.065 -2.596 2.869 0.46
H 6.365 -3.482 2.706 0.50
H 3.788 0.176 4.327 0.44
H 3.798 1.832 6.167 0.51
H 1.344 4.472 3.866 0.51
H 1.293 2.827 1.997 0.13
H -0.123 -0.088 3.167 0.62
H -0.918 -1.691 4.881 0.62
H 1.326 -4.854 3.034 0.61
H 2.144 -3.292 1.296 0.64
```

Its net charge is +4. For the HOMO energy, the calculation gives -18.7 eV.

=====

Entry 4:
Formula: C17H19ClN4O5S7SbW
Source: the OMol25 dataset
Level of theory: ωB97M-V with the def2-TZVPD basis set

The geometry in XYZ format:
```
55
Properties=species:S:1:pos:R:3:lowdin_spin:R:1
W -0.628 -0.899 0.669 1.37
S 3.342 -0.366 -0.839 0.06
C 3.194 1.050 0.129 0.03
C 4.455 1.584 0.522 0.00
N 5.494 1.975 0.835 0.01
C 2.064 1.733 0.522 0.00
S 0.353 1.329 0.240 0.10
C 2.207 2.935 1.253 0.00
N 2.299 3.939 1.816 -0.01
S -2.553 -4.008 -1.538 0.33
Sb -2.675 -2.599 0.255 0.25
S -2.502 0.508 0.599 0.07
S -0.773 -3.201 1.644 0.08
N 0.050 -1.756 -0.859 0.01
C 0.984 -2.263 -1.430 0.23
N 1.409 -3.445 -1.822 0.06
C 1.004 -4.668 -1.120 0.02
C 2.046 -4.947 -0.048 0.00
O 3.328 -5.147 -0.639 0.00
C 3.739 -4.000 -1.367 0.00
C 2.716 -3.622 -2.443 0.01
H 0.982 -5.484 -1.847 0.00
H 0.009 -4.548 -0.697 0.00
H 1.807 -5.856 0.504 0.00
H 2.075 -4.097 0.647 0.00
H 4.697 -4.250 -1.826 0.00
H 3.864 -3.142 -0.698 0.00
H 2.626 -4.435 -3.170 0.00
H 3.022 -2.705 -2.944 0.00
O 1.226 0.661 3.203 0.00
Cl 0.731 -0.628 2.949 0.01
O 1.028 -1.517 4.002 0.01
O 1.261 -1.141 1.685 0.02
O -0.707 -0.605 2.699 0.02
S -2.075 1.895 2.710 0.21
C -2.949 3.347 2.318 0.02
C -2.343 4.588 2.541 0.01
C -3.041 5.758 2.292 0.00
C -4.340 5.716 1.801 0.01
C -4.937 4.485 1.560 0.00
C -4.255 3.309 1.816 0.01
H -1.321 4.616 2.896 0.00
H -2.560 6.713 2.469 0.00
H -4.880 6.635 1.603 0.00
H -5.949 4.450 1.172 0.00
H -4.703 2.347 1.608 0.00
C -2.130 1.723 -2.520 0.00
S -1.505 0.020 -2.577 0.04
C 0.157 0.418 -3.187 0.01
H -1.562 2.289 -1.783 0.00
H -3.171 1.664 -2.214 0.00
H -2.041 2.176 -3.507 0.00
H 0.085 0.800 -4.206 0.00
H 0.744 -0.492 -3.151 0.00
H 0.600 1.160 -2.526 0.00
```

The multiplicity is 4. Its net charge is -2. The energy above the lowest of the compared OMol25 structures with the same formula, charge and spin is 473.92 kJ/mol. As for the expectation value of S²: 3.85. For the HOMO energy (alpha / beta), the calculation gives -1.7 / -2.0 eV.